{"formula": "C5H8O", "method": "ωB97M-V with the def2-TZVPD basis set", "largest_force_ev_per_a": 3.87, "total_energy_ev": -7360.1592, "relative_energy_kcal_mol": 48.3, "homo_lumo_gap_ev": 10.57, "species": ["O", "C", "C", "C", "C", "C", "H", "H", "H", "H", "H", "H", "H", "H"], "xyz": [[2.7280, -0.2574, -0.7605], [1.9513, 0.2811, -0.0233], [0.5060, -0.1219, 0.5985], [-0.2746, -1.1660, -0.2149], [-1.4646, -0.1850, -0.2704], [-0.5559, 0.9305, 0.2599], [1.8858, 1.5195, 0.1221], [0.6818, -0.3151, 1.6608], [0.1848, -1.3537, -1.1926], [-0.4616, -2.1220, 0.2753], [-1.9176, -0.0038, -1.2471], [-2.2576, -0.4474, 0.4350], [-0.0892, 1.5951, -0.6528], [-0.9167, 1.6459, 1.0100]], "nbo_charge": [-0.51, 0.49, -0.32, -0.41, -0.40, -0.39, 0.06, 0.23, 0.22, 0.21, 0.21, 0.21, 0.20, 0.22]}

---

{"formula": "C28H55Cl2F5NO6", "method": "ωB97M-V with the def2-TZVPD basis set", "largest_force_ev_per_a": 5.14, "total_charge": 1, "total_energy_ev": -82315.3553, "relative_energy_kcal_mol": 327.2, "homo_lumo_gap_ev": 8.34, "species": ["C", "C", "Cl", "C", "Cl", "C", "C", "N", "C", "C", "C", "F", "F", "C", "C", "C", "C", "C", "C", "F", "F", "F", "C", "C", "H", "H", "H", "H", "H", "H", "H", "H", "H", "H", "H", "H", "H", "H", "H", "H", "H", "H", "H", "C", "C", "O", "H", "H", "H", "H", "H", "H", "C", "C", "O", "H", "H", "H", "H", "H", "H", "C", "C", "O", "H", "H", "H", "H", "H", "H", "C", "C", "O", "H", "H", "H", "H", "H", "H", "C", "C", "O", "H", "H", "H", "H", "H", "H", "C", "C", "O", "H", "H", "H", "H", "H", "H"], "xyz": [[1.1560, 1.7044, -1.9629], [0.5871, 1.8096, -3.5065], [-1.2661, 2.1851, -3.5785], [1.0644, 0.6293, -4.5165], [0.2269, 0.9247, -6.1847], [0.7336, -0.9071, -4.1077], [1.7571, -1.5754, -2.9856], [1.0432, -2.6779, -2.1892], [-0.1189, -2.1787, -1.3606], [-1.2148, -1.2677, -2.1723], [-2.7795, -1.8011, -1.9149], [-2.9816, -2.2775, -0.4966], [-3.2000, -2.8571, -2.8642], [-3.7176, -0.4204, -2.0239], [-4.2308, 0.3659, -0.6414], [-5.1182, 1.7637, -0.8483], [-5.4907, 2.3906, -2.3413], [-5.0165, 1.5897, -3.6982], [-5.3165, 2.0856, -5.2443], [-4.0222, 2.6493, -5.7821], [-6.2866, 3.2046, -5.2270], [-5.6820, 0.9815, -6.1750], [-4.1436, 0.2158, -3.4922], [-0.8713, -1.2127, -3.7731], [2.2837, 1.3903, -2.0077], [0.5241, 1.0276, -1.2504], [1.1366, 2.8099, -1.5222], [1.0749, 2.8148, -3.9332], [2.2265, 0.7470, -4.7437], [0.9337, -1.5529, -5.0947], [2.3117, -0.7955, -2.3167], [2.6129, -2.1492, -3.5891], [1.7602, -3.1402, -1.5849], [0.7046, -3.4080, -2.8857], [0.3041, -1.5324, -0.4733], [-0.5981, -3.1455, -0.8497], [-1.2326, -0.1327, -1.8014], [-3.9624, -0.0713, 0.4359], [-5.4552, 2.3327, 0.1173], [-6.0904, 3.4012, -2.4976], [-3.7838, -0.3741, -4.4381], [-1.0821, -2.3098, -4.1943], [-1.6012, -0.5107, -4.4028], [-4.4788, 2.1063, 4.6637], [-4.5914, 2.5991, 3.2358], [-4.9607, 1.5275, 2.3805], [-3.7351, 1.3062, 4.7370], [-4.1902, 2.9197, 5.3354], [-5.4313, 1.6881, 5.0053], [-3.6319, 2.9960, 2.8911], [-5.3425, 3.3905, 3.1517], [-5.8179, 1.1876, 2.6900], [-1.8805, 0.1496, 8.4401], [-1.5746, 0.1956, 6.9574], [-1.8402, 1.4940, 6.4474], [-2.9282, 0.4084, 8.6250], [-1.6852, -0.8462, 8.8479], [-1.2715, 0.8790, 8.9841], [-2.2008, -0.5190, 6.4149], [-0.5255, -0.0493, 6.7652], [-1.2732, 2.1200, 6.9297], [3.1580, -6.0319, -4.5647], [3.8960, -4.7654, -4.9463], [4.4663, -4.1694, -3.7905], [2.3687, -5.8132, -3.8381], [2.7084, -6.5014, -5.4442], [3.8373, -6.7482, -4.0912], [3.2094, -4.0439, -5.3990], [4.6954, -4.9776, -5.6628], [5.0807, -4.8149, -3.4007], [3.0212, -3.2691, 2.8321], [2.9086, -2.7762, 1.4043], [2.5393, -3.8479, 0.5490], [3.7649, -4.0692, 2.9055], [3.3098, -2.4557, 3.5038], [2.0687, -3.6873, 3.1737], [3.8681, -2.3794, 1.0595], [2.1575, -1.9849, 1.3202], [1.6821, -4.1878, 0.8585], [2.1334, 5.6007, 1.4489], [2.0369, 4.0894, 1.4171], [2.2893, 3.6149, 0.1027], [1.4145, 6.0469, 0.7541], [1.9369, 5.9830, 2.4545], [3.1284, 5.9319, 1.1339], [1.0347, 3.7636, 1.7112], [2.7617, 3.6353, 2.0997], [3.1846, 3.9022, -0.1457], [4.1257, 1.2175, 4.5448], [5.2536, 0.9287, 3.5760], [4.7250, 0.4968, 2.3309], [3.5117, 0.3240, 4.6978], [4.5166, 1.5474, 5.5114], [3.4640, 1.9945, 4.1483], [5.8997, 0.1366, 3.9659], [5.8646, 1.8209, 3.4076], [4.1595, 1.2106, 1.9891]], "lowdin_charge": [-0.13, -0.64, 0.55, -0.59, 0.54, -0.26, -0.07, 0.02, -0.09, -0.16, -0.23, -0.05, -0.01, -0.05, 0.04, -0.01, 0.03, -0.05, -0.22, -0.03, 0.01, 0.01, 0.03, -0.12, 0.09, 0.07, 0.09, 0.13, 0.14, 0.14, 0.14, 0.15, 0.15, 0.20, 0.15, 0.17, 0.13, 0.10, 0.08, 0.11, 0.10, 0.13, 0.10, -0.09, -0.32, -0.12, 0.06, 0.08, 0.08, 0.12, 0.11, 0.10, -0.09, -0.33, -0.10, 0.08, 0.08, 0.07, 0.11, 0.10, 0.09, -0.09, -0.33, -0.11, 0.06, 0.08, 0.08, 0.10, 0.12, 0.10, -0.07, -0.32, -0.11, 0.09, 0.07, 0.08, 0.12, 0.10, 0.09, -0.08, -0.32, -0.12, 0.08, 0.08, 0.08, 0.12, 0.09, 0.10, -0.09, -0.32, -0.10, 0.07, 0.08, 0.06, 0.12, 0.11, 0.07]}

---

{"formula": "C4H7FN2S", "method": "ωB97M-V with the def2-TZVPD basis set", "largest_force_ev_per_a": 5.03, "total_energy_ev": -20792.9843, "relative_energy_kcal_mol": 35.8, "homo_lumo_gap_ev": 8.34, "species": ["C", "C", "C", "C", "H", "H", "H", "H", "H", "H", "H", "N", "N", "F", "S"], "xyz": [[-0.5471, -0.9179, -0.2354], [0.1082, 0.2895, 0.0296], [-0.4749, 1.5593, -0.5233], [1.4551, 0.2862, 0.5849], [-1.8752, -2.1538, -1.2496], [-2.4508, -0.4554, -1.2479], [0.0890, -1.8179, -0.0906], [-0.1602, 1.5937, -1.6096], [-0.2386, 2.4412, 0.1103], [2.6687, -0.6869, 1.6779], [0.9928, -1.0523, 2.0736], [-1.8169, -1.1615, -0.6841], [1.7566, -0.8127, 1.2966], [-1.9343, 1.3443, -0.4001], [2.4277, 1.5443, 0.2678]], "nbo_charge": [0.10, -0.27, 0.03, 0.08, 0.38, 0.43, 0.21, 0.19, 0.21, 0.39, 0.40, -0.79, -0.80, -0.42, -0.15]}

---

{"formula": "C20H13Co2NO8", "method": "ωB97M-V with the def2-TZVPD basis set", "largest_force_ev_per_a": 5.17, "total_energy_ev": -114068.3203, "relative_energy_kcal_mol": 0.0, "homo_lumo_gap_ev": 6.52, "species": ["C", "C", "O", "C", "C", "C", "N", "O", "H", "H", "H", "H", "H", "H", "O", "C", "Co", "C", "O", "C", "O", "C", "C", "C", "C", "C", "C", "C", "C", "C", "Co", "C", "O", "C", "O", "C", "O", "H", "H", "H", "H", "H", "H", "H"], "xyz": [[-5.1577, -0.7223, 3.1568], [-4.2151, -0.0938, 2.1739], [-2.8034, -0.4421, 2.5035], [-2.0688, 0.2756, 1.6335], [-0.4760, 0.4480, 1.6934], [0.4359, -0.6588, 1.7721], [1.2677, -1.4516, 1.5601], [-2.6250, 0.8186, 0.6767], [-6.2032, -0.5382, 2.8773], [-5.0228, -1.8015, 3.1991], [-5.0634, -0.2867, 4.1526], [-4.4653, -0.4023, 1.1515], [-4.3253, 0.9995, 2.2117], [-0.2780, 1.0183, 2.6253], [5.1471, 2.4271, -2.2691], [4.1787, 2.0778, -1.7328], [2.4385, 1.6228, -1.2348], [1.6370, 2.9825, -1.9523], [1.0678, 3.8494, -2.4659], [2.2795, 0.3921, -2.4491], [2.1522, -0.2615, -3.3869], [2.2770, 1.5440, 0.5719], [1.1318, 1.1508, -0.1155], [-0.2580, 0.8759, 0.1852], [-0.6586, -0.1978, -1.0053], [-1.7686, 0.0402, -1.7960], [-2.2858, -0.9560, -2.6270], [-1.6127, -2.1580, -2.8163], [-0.3789, -2.3073, -2.1882], [0.1168, -1.3081, -1.3262], [3.6570, 0.0685, 0.7098], [5.2308, 0.6043, 0.2676], [6.3402, 0.8619, 0.0404], [3.5734, -1.2571, -0.3895], [3.5925, -2.1796, -1.0938], [3.9289, -0.5764, 2.3467], [4.0476, -0.9860, 3.4176], [2.3795, 2.3325, 1.3692], [-0.8820, 1.7360, 0.0038], [-2.3144, 0.9572, -1.6796], [-3.2502, -0.8179, -3.1080], [-1.9997, -2.9340, -3.5024], [0.1903, -3.2250, -2.3371], [1.0427, -1.5212, -0.8240]], "nbo_charge": [-0.64, -0.07, -0.48, 0.82, -0.41, 0.30, -0.31, -0.61, 0.23, 0.22, 0.21, 0.21, 0.19, 0.29, -0.47, 0.56, -0.06, 0.62, -0.47, 0.56, -0.48, -0.64, 0.15, -0.38, -0.02, -0.14, -0.23, -0.21, -0.19, -0.24, 0.09, 0.46, -0.51, 0.42, -0.53, 0.59, -0.49, 0.25, 0.31, 0.21, 0.21, 0.22, 0.22, 0.23]}

---

{"formula": "C2H16O7", "method": "ωB97M-V with the def2-TZVPD basis set", "largest_force_ev_per_a": 2.28, "total_energy_ev": -16665.8218, "relative_energy_kcal_mol": 6.6, "homo_lumo_gap_ev": 10.44, "species": ["O", "H", "H", "O", "H", "H", "O", "H", "H", "O", "H", "H", "O", "H", "H", "C", "C", "O", "O", "H", "H", "H", "H", "H", "H"], "xyz": [[-0.4591, 1.7743, 4.0745], [0.3458, 1.7540, 4.5741], [-0.6888, 0.8336, 4.0332], [-0.9411, -1.4003, 2.7869], [-1.0388, -2.2447, 3.1784], [-1.5696, -1.3933, 2.0598], [-1.6191, -1.9513, 0.0375], [-1.3800, -2.9157, 0.0813], [-1.1671, -1.6418, -0.7559], [2.8128, 1.2189, 2.6132], [2.2667, 1.9880, 2.7476], [2.4211, 0.7148, 1.8944], [0.5897, 0.2876, 0.9225], [0.0271, 1.0537, 1.2533], [0.0804, -0.4341, 1.3114], [-0.0449, -0.1627, -3.8342], [-0.2084, 0.6158, -2.4946], [-0.2389, -0.3994, -1.4885], [0.2245, 0.7188, -4.8800], [-0.9795, -0.7379, -4.0248], [0.7329, -0.8869, -3.6218], [-1.1178, 1.2707, -2.4686], [0.6373, 1.2801, -2.2688], [0.1683, -0.0405, -0.6470], [1.1465, 0.6982, -5.0839]], "nbo_charge": [-0.95, 0.47, 0.48, -0.98, 0.48, 0.50, -1.00, 0.47, 0.51, -0.96, 0.46, 0.49, -0.96, 0.50, 0.51, -0.08, -0.08, -0.81, -0.71, 0.17, 0.17, 0.16, 0.16, 0.51, 0.47]}

---

{"formula": "C20H24IN3PdSbTe", "method": "ωB97M-V with the def2-TZVPD basis set", "largest_force_ev_per_a": 0.65, "total_charge": 1, "total_energy_ev": -51006.5372, "relative_energy_kcal_mol": 0.0, "homo_lumo_gap_ev": 8.00, "species": ["Pd", "C", "C", "C", "C", "C", "C", "N", "Sb", "C", "C", "C", "C", "C", "C", "N", "C", "C", "C", "C", "C", "C", "N", "H", "H", "H", "H", "H", "H", "H", "H", "H", "H", "H", "H", "H", "H", "H", "H", "H", "H", "C", "Te", "C", "H", "H", "H", "H", "H", "H", "I"], "xyz": [[0.7035, -0.2506, -0.2918], [2.2047, -0.8296, -3.0478], [0.8181, -1.3956, -3.0108], [0.3943, -2.1992, -4.0651], [-0.8812, -2.7161, -4.0733], [-1.7395, -2.3821, -3.0340], [-1.2809, -1.5813, -2.0036], [-0.0156, -1.1194, -1.9930], [-2.7322, -0.9374, -0.5486], [-1.9223, 1.0638, -0.5786], [-2.8687, 2.0708, -0.6854], [-2.4638, 3.3732, -0.9355], [-1.1223, 3.6172, -1.1391], [-0.2076, 2.5757, -1.0320], [1.2378, 2.7980, -1.3430], [-0.6064, 1.3365, -0.6979], [-1.9840, -1.7248, 1.2892], [-2.3751, -3.0087, 1.6309], [-2.0381, -3.4824, 2.8917], [-1.3864, -2.6373, 3.7640], [-1.0573, -1.3463, 3.3531], [-0.3933, -0.3987, 4.3081], [-1.3293, -0.9063, 2.1207], [2.3238, -0.2177, -3.9440], [2.9348, -1.6380, -3.0891], [2.4299, -0.2280, -2.1705], [1.0873, -2.4103, -4.8682], [-1.2120, -3.3548, -4.8815], [-2.7612, -2.7375, -3.0256], [-3.9197, 1.8343, -0.5870], [-3.1879, 4.1736, -1.0095], [-0.7691, 4.6049, -1.4003], [1.3787, 3.7536, -1.8440], [1.6099, 2.0033, -1.9900], [1.8352, 2.7934, -0.4358], [-2.9306, -3.6282, 0.9379], [-2.3073, -4.4859, 3.1943], [-1.1449, -2.9603, 4.7680], [-0.8297, -0.4870, 5.3031], [-0.5214, 0.6274, 3.9653], [0.6719, -0.6172, 4.3991], [3.8031, 0.9223, 0.9349], [1.9565, 0.5214, 1.8923], [1.6096, 2.5329, 2.5045], [4.5009, 1.3135, 1.6714], [3.6544, 1.6401, 0.1341], [4.1602, -0.0266, 0.5440], [1.9930, 3.2498, 1.7852], [2.1430, 2.6405, 3.4458], [0.5444, 2.6845, 2.6620], [1.9931, -2.4230, 0.2251]], "nbo_charge": [0.49, -0.66, 0.26, -0.23, -0.12, -0.27, -0.08, -0.49, 1.10, -0.07, -0.26, -0.13, -0.24, 0.24, -0.65, -0.50, -0.10, -0.28, -0.14, -0.23, 0.24, -0.66, -0.50, 0.24, 0.26, 0.23, 0.24, 0.24, 0.24, 0.24, 0.24, 0.23, 0.24, 0.24, 0.23, 0.22, 0.23, 0.23, 0.24, 0.22, 0.23, -0.89, 0.80, -0.91, 0.24, 0.22, 0.26, 0.23, 0.24, 0.24, -0.37]}